(A)
DFT (ωB97M-V/def2-TZVPD) results for a 5-piece molecular cluster, C5H20O5 overall.

Computed properties:
- HOMO level: -10.107 eV

ORCA input file:
```
! RIJCOSX wB97M-V def2-TZVPD def2/J DEFGRID3
* xyz 0 1
H -0.351 0.356 -1.095
H -1.430 -2.283 -0.943
O -1.484 1.632 -0.409
O -0.800 0.790 2.116
H 2.902 -3.209 0.312
C 0.593 0.798 2.394
H -1.186 3.605 0.186
O 0.404 -0.273 -1.390
H -1.217 1.453 0.517
H 2.034 0.082 -2.764
H -2.854 -1.094 -0.815
C 1.132 0.556 -2.342
H -1.119 -0.034 1.677
H 3.158 -1.773 1.472
C 2.725 -2.125 0.498
H 1.518 1.468 -1.893
O 1.260 -1.980 0.521
O -1.804 -1.560 0.987
C -2.313 -1.950 -0.374
H -3.099 -2.673 -0.363
H 0.938 -1.199 0.005
H 0.500 0.852 -3.151
H 0.990 -0.137 2.700
H 1.050 1.056 1.465
C -1.434 3.000 -0.698
H -2.417 3.421 -1.079
H -0.991 -2.049 1.016
H 3.191 -1.568 -0.264
H -0.674 3.241 -1.427
H 0.774 1.599 3.141
*
```

Mulliken population analysis, charges in e, atoms 1 to 2: atom 1 (H): 0.36, atom 2 (H): 0.27

(B)
DFT (ωB97M-V/def2-TZVPD) results for a 5-piece molecular cluster, C5H20O5 overall.

Computed properties:
- HOMO level: -10.046 eV

ORCA input file:
```
! RIJCOSX wB97M-V def2-TZVPD def2/J DEFGRID3
* xyz 0 1
H 17.001 -9.298 -1.006
C 18.936 -4.726 -2.225
H 18.567 -11.845 -3.833
H 16.260 -12.049 -3.479
H 18.306 -10.004 -0.196
O 21.921 -8.113 0.773
H 14.003 -5.611 -0.045
H 22.528 -8.067 1.515
O 17.994 -8.045 0.428
H 18.554 -8.722 -1.390
H 13.131 -5.337 1.448
H 19.094 -3.815 -1.649
H 22.741 -9.864 -0.174
H 22.159 -8.572 -1.298
O 14.574 -6.790 1.526
H 20.402 -4.559 -3.497
C 22.573 -8.797 -0.315
H 19.450 -5.581 -1.785
H 17.886 -4.956 -2.405
C 14.120 -5.538 1.036
C 17.949 -9.032 -0.538
H 18.043 -13.531 -4.141
O 19.448 -4.473 -3.550
H 15.489 -6.944 1.277
H 18.908 -7.908 0.687
O 16.845 -12.472 -2.847
H 23.557 -8.375 -0.519
H 18.746 -13.041 -2.522
H 14.728 -4.683 1.332
C 18.152 -12.750 -3.389
*
```

Mulliken population analysis, charges in e, atoms 1 to 2: atom 1 (H): 0.31, atom 2 (C): -0.33

It is (A) that is the most stable of them.

(A)
DFT (ωB97M-V/def2-TZVPD) results for a 2-piece molecular cluster, C6H6N2O2 overall.

Computed properties:
- HOMO level: -9.412 eV

ORCA input file:
```
! RIJCOSX wB97M-V def2-TZVPD def2/J DEFGRID3
* xyz 0 1
H -1.737 2.149 -0.290
C 0.312 2.361 0.006
C -2.276 -2.796 1.277
H 0.205 3.398 0.037
C -0.862 0.191 -0.175
H -0.069 -2.478 1.108
H -3.265 -3.229 1.333
H 2.544 2.370 -0.217
O -1.764 -0.635 -0.046
N 0.509 -0.216 -0.671
O 2.739 -0.259 -0.725
N -0.868 1.621 -0.055
C 1.595 1.879 -0.172
C 1.716 0.338 -0.567
C -1.092 -2.586 1.323
H 0.673 -1.222 -0.882
*
```

Mulliken population analysis, charges in e, atoms 1 to 2: atom 1 (H): 0.29, atom 2 (C): -0.20

(B)
DFT (ωB97M-V/def2-TZVPD) results for a 2-piece molecular cluster, C6H6N2O2 overall.

Computed properties:
- HOMO level: -9.873 eV

ORCA input file:
```
! RIJCOSX wB97M-V def2-TZVPD def2/J DEFGRID3
* xyz 0 1
N 1.480 -0.480 -0.010
N -0.238 -0.395 -1.418
H 1.167 2.459 -1.437
C -1.565 -0.530 3.833
C -0.048 0.925 -1.829
H 2.535 1.289 0.280
H -2.471 1.505 4.596
H 1.721 -0.716 1.032
C -2.126 0.407 4.395
O -0.008 -2.297 -0.186
H -1.112 -0.829 -1.633
C 1.120 1.355 -1.352
O -0.887 1.437 -2.457
C 1.849 0.814 -0.433
C 0.347 -1.191 -0.482
H -0.830 -1.377 3.507
*
```

Mulliken population analysis, charges in e, atoms 1 to 2: atom 1 (N): -0.16, atom 2 (N): -0.15

It is (A) that is the most stable of them.

(A)
DFT (ωB97M-V/def2-TZVPD) results for C18H23CaI2N6O2S2Se2Te2 as an isolated structure.

Computed properties:
- HOMO level: -3.622 eV

ORCA input file:
```
! RIJCOSX wB97M-V def2-TZVPD def2/J DEFGRID3
* xyz -1 1
H -2.175 1.898 0.139
H 0.468 1.353 3.979
H -6.066 -1.012 1.156
C 0.690 3.706 1.854
Ca -0.406 -0.807 1.387
Te -1.668 -3.649 3.845
C 0.357 2.385 2.124
H 3.289 -2.329 -2.919
H 0.913 -4.112 -3.273
N 1.535 0.267 2.580
H 0.208 5.423 0.662
C 3.343 3.251 -0.520
N -3.421 -1.108 -0.430
H 3.633 0.573 2.374
C 2.409 3.038 -1.522
H 2.461 -4.646 -2.517
I 4.539 4.969 -0.563
H -3.366 -2.798 -2.666
H -1.741 -0.667 -1.387
O 0.912 -0.062 -0.360
C 1.615 1.909 -1.456
H -1.841 -2.221 -0.719
H 1.732 -1.591 -3.454
N -0.650 1.764 1.506
H -1.693 4.256 -0.479
C -4.380 -1.518 -1.331
H -4.973 -2.252 -3.209
C 2.389 -1.798 -2.609
C -1.100 3.759 0.276
Se -2.129 -4.471 -0.376
C 1.444 -4.298 -2.339
C 3.467 2.348 0.526
C -4.022 -0.859 0.775
N -2.042 -1.202 -0.575
S -3.295 -0.496 2.227
O 2.472 -3.011 -0.275
H 0.881 -5.015 -1.743
C -0.047 4.400 0.911
N -5.557 -1.461 -0.802
H 2.294 3.741 -2.336
N -5.322 -1.038 0.484
S 1.504 -2.775 -1.387
Se -0.486 -1.512 4.402
H 1.538 4.162 2.348
H -3.585 -1.146 -3.276
C -4.056 -1.952 -2.710
C 1.687 0.958 -0.406
C 1.128 1.560 3.133
C 2.659 1.228 0.601
H 2.647 -0.864 -2.115
H 4.190 2.528 1.313
H 2.924 -0.737 1.412
Te -0.450 -4.098 1.443
C -1.363 2.442 0.609
I 0.147 1.577 -2.913
H 1.616 -0.416 3.329
C 2.762 0.284 1.770
H 1.981 2.145 3.502
*
```

Mulliken population analysis, charges in e, atoms 1 to 2: atom 1 (H): 0.31, atom 2 (H): 0.42

(B)
DFT (ωB97M-V/def2-TZVPD) results for C18H23CaI2N6O2S2Se2Te2 as an isolated structure.

Computed properties:
- HOMO level: -3.323 eV

ORCA input file:
```
! RIJCOSX wB97M-V def2-TZVPD def2/J DEFGRID3
* xyz -1 1
C 4.085 0.956 -1.918
N -0.349 -3.300 0.636
Se 3.160 -3.209 1.671
H 3.394 1.651 -2.385
C -1.807 4.100 0.352
Ca 0.424 0.036 1.316
I -3.766 0.659 3.146
C -1.058 -3.423 1.805
O -0.848 1.201 2.286
H -0.046 -5.659 -1.741
H 4.409 1.362 -0.958
C 0.232 -4.694 -1.330
Se 4.151 2.329 1.390
H 5.315 -0.990 -0.464
C -2.943 2.177 1.929
C 4.724 -1.563 -1.175
H -2.195 2.580 -2.315
I -4.396 5.537 -0.389
H 0.318 -2.020 -0.718
Te 4.844 0.206 2.487
C -2.353 1.723 -1.676
C -2.635 -0.447 -0.086
H 0.719 3.922 -0.076
H 0.685 0.772 -1.820
H -2.218 -5.098 2.384
N -1.633 -4.651 1.700
N 0.813 1.801 -0.023
C 0.150 1.571 -1.290
C 0.464 3.078 0.588
H 4.402 -2.492 -0.710
C -1.000 3.125 0.904
H -2.714 -1.316 0.556
O 2.425 -0.460 -0.392
H -4.750 -0.272 -0.399
S -1.199 -2.339 3.030
C -1.265 1.097 -1.074
C -3.759 3.118 1.350
H 1.303 -4.685 -1.124
C -3.172 4.088 0.562
Te 2.570 -1.141 2.959
N 0.411 -2.214 0.278
H 5.281 -1.771 -2.082
C -3.627 1.233 -1.449
H 1.825 1.793 -0.144
S 3.227 -0.635 -1.638
C -3.775 0.133 -0.618
N -1.412 0.011 -0.318
H 4.928 0.772 -2.572
C -0.491 -4.467 -0.063
H 0.145 2.475 -1.925
H 0.019 -3.905 -2.053
H -4.824 3.098 1.508
C -1.545 2.117 1.749
H -4.486 1.704 -1.906
H 1.413 -2.425 0.454
H 1.066 3.172 1.501
H -1.358 4.870 -0.263
N -1.275 -5.290 0.557
*
```

Mulliken population analysis, charges in e, atoms 1 to 2: atom 1 (C): -0.77, atom 2 (N): 0.18

It is (A) that is the most stable of them.

(A)
DFT (ωB97M-V/def2-TZVPD) results for a 2-piece molecular cluster, CH5NOS2 overall.

Computed properties:
- HOMO level: -8.955 eV

ORCA input file:
```
! RIJCOSX wB97M-V def2-TZVPD def2/J DEFGRID3
* xyz 0 1
H 1.627 -0.122 -1.660
H -3.697 -0.473 -0.151
H -1.016 1.164 0.618
S -2.968 0.483 -0.594
N 1.268 -0.399 -0.787
H 0.456 0.209 -0.675
S -2.316 1.230 1.197
C 1.971 -0.649 0.343
O 1.540 -0.849 1.461
H 3.136 -0.596 0.249
*
```

Mulliken population analysis, charges in e, atoms 1 to 2: atom 1 (H): 0.27, atom 2 (H): 0.15

(B)
DFT (ωB97M-V/def2-TZVPD) results for a 2-piece molecular cluster, CH5NOS2 overall.

Computed properties:
- HOMO level: -9.183 eV

ORCA input file:
```
! RIJCOSX wB97M-V def2-TZVPD def2/J DEFGRID3
* xyz 0 1
H -3.098 -0.281 0.762
O -2.273 -0.748 0.480
H 0.710 -1.042 -0.143
H 1.269 -0.701 -1.755
C 1.500 -0.441 -0.764
S -1.178 -0.186 1.707
N -1.567 1.058 2.232
S 0.966 1.274 -0.520
H 2.411 -0.589 -0.210
H 1.260 1.657 -1.789
*
```

Mulliken population analysis, charges in e, atoms 1 to 2: atom 1 (H): 0.35, atom 2 (O): -0.50

It is (A) that is the most stable of them.

(A)
DFT (ωB97M-V/def2-TZVPD) results for an isolated ion of composition C5H11O and charge -1.

Computed properties:
- HOMO level: -2.127 eV

ORCA input file:
```
! RIJCOSX wB97M-V def2-TZVPD def2/J DEFGRID3
* xyz -1 1
H 1.559 1.754 1.088
H 0.341 -0.178 1.413
H 1.476 -1.023 -1.251
C -2.073 -0.338 0.071
H -1.085 1.567 0.313
C 0.456 0.030 0.356
H -0.723 0.889 -1.273
C 0.896 -1.263 -0.359
H 1.405 1.676 -0.666
H 2.584 0.631 0.113
H -3.025 0.150 -0.304
O -2.138 -0.707 1.350
C 1.602 1.083 0.236
H 0.033 -1.860 -0.639
H -1.932 -1.219 -0.625
C -0.829 0.638 -0.213
H 1.453 -1.830 0.390
*
```

Mulliken population analysis, charges in e, atoms 1 to 2: atom 1 (H): 0.38, atom 2 (H): 0.25

(B)
DFT (ωB97M-V/def2-TZVPD) results for an isolated ion of composition C5H11O and charge -1.

Computed properties:
- HOMO level: -2.080 eV

ORCA input file:
```
! RIJCOSX wB97M-V def2-TZVPD def2/J DEFGRID3
* xyz -1 1
H -0.429 0.862 1.745
C -0.133 -0.170 1.509
H 0.859 -0.326 1.917
H -2.068 -1.743 -0.029
H 1.968 1.194 0.472
H 0.118 -1.522 -0.131
H 0.341 0.032 -1.820
H 2.024 1.645 -1.337
C 1.838 0.820 -0.590
H -1.950 -0.616 -1.395
C 0.313 0.537 -0.839
C -0.296 -0.537 0.067
H -2.454 0.005 0.155
H -0.214 1.487 -0.902
O 2.630 -0.250 -0.761
H -0.757 -0.696 2.262
C -1.789 -0.723 -0.322
*
```

Mulliken population analysis, charges in e, atoms 1 to 2: atom 1 (H): 0.34, atom 2 (C): -1.66

(C)
DFT (ωB97M-V/def2-TZVPD) results for a 2-piece molecular cluster, C5H11O overall.

Computed properties:
- HOMO level: -2.354 eV

ORCA input file:
```
! RIJCOSX wB97M-V def2-TZVPD def2/J DEFGRID3
* xyz -1 1
H -0.017 0.047 0.299
O -0.201 1.915 0.316
H -1.100 2.570 2.067
C -0.595 2.929 1.141
H -1.321 3.642 0.670
H -0.005 -1.858 1.752
C 0.340 -1.984 -0.319
H -0.569 0.842 -1.840
C 0.166 -0.670 -0.539
H 0.238 3.599 1.483
H -0.051 -3.543 1.166
H -0.450 -0.808 -2.603
C -0.003 -0.084 -1.906
H 0.968 0.213 -2.319
H 0.233 -2.581 -1.229
H 1.494 -2.639 1.357
C 0.438 -2.571 1.059
*
```

Mulliken population analysis, charges in e, atoms 1 to 2: atom 1 (H): 0.32, atom 2 (O): -0.73

(D)
DFT (ωB97M-V/def2-TZVPD) results for an isolated ion of composition C5H11O and charge -1.

Computed properties:
- HOMO level: -1.953 eV

ORCA input file:
```
! RIJCOSX wB97M-V def2-TZVPD def2/J DEFGRID3
* xyz -1 1
H 3.279 -2.045 -0.408
H 1.781 -2.299 0.479
C 2.459 -1.507 0.088
C -0.697 -0.161 0.329
H -0.707 -0.773 1.246
O -2.950 0.753 -0.296
H 1.202 0.588 1.198
H -1.289 1.827 -0.373
H -0.841 -0.725 -0.587
C 1.703 -0.471 -0.623
H 2.991 -1.204 1.007
H 0.630 1.359 -0.309
H 1.164 -0.868 -1.488
H -1.767 1.446 1.296
H 2.367 0.270 -1.104
C 0.734 0.423 0.228
C -1.765 1.015 0.269
*
```

Mulliken population analysis, charges in e, atoms 1 to 2: atom 1 (H): 0.36, atom 2 (H): 0.28

It is (A) that is the most stable of them.

(A)
DFT (ωB97M-V/def2-TZVPD) results for C2H10N6 as an isolated structure.

Computed properties:
- HOMO level: -17.862 eV

ORCA input file:
```
! RIJCOSX wB97M-V def2-TZVPD def2/J DEFGRID3
* xyz 2 1
H -2.055 -0.884 1.665
H -0.246 2.040 1.328
H 0.819 1.899 -1.213
H -2.482 -0.671 -1.384
H -3.315 -1.780 -0.362
N 1.867 0.459 -0.061
C 1.124 1.626 -0.246
N -3.008 -0.837 -0.534
H 2.954 -2.476 -0.400
N -0.216 1.548 0.438
N -0.572 -0.332 0.357
N -1.546 -0.652 0.841
H 1.877 2.342 0.021
C 2.455 -0.546 -0.101
N 3.156 -1.578 -0.017
H -3.792 -0.226 -0.660
H -1.024 1.815 -0.117
H 4.005 -1.749 0.444
*
```

Mulliken population analysis, charges in e, atoms 1 to 2: atom 1 (H): 0.34, atom 2 (H): 0.29

(B)
DFT (ωB97M-V/def2-TZVPD) results for a 2-piece molecular cluster, C2H10N6 overall.

Computed properties:
- HOMO level (alpha / beta): -17.175 / -18.632 eV

ORCA input file:
```
! RIJCOSX wB97M-V def2-TZVPD def2/J DEFGRID3
* xyz 2 1
N 1.697 -1.697 -0.427
N 0.686 0.229 0.515
H -3.242 -0.618 -1.498
C 1.821 -0.365 -0.169
H 0.740 -2.029 -0.334
H 3.249 1.204 -0.452
H -0.142 1.856 1.054
N -2.299 -0.262 -1.078
N 0.728 1.542 0.727
H 1.596 1.859 1.145
N 2.926 0.276 -0.523
H -2.968 0.300 2.064
N -3.126 0.189 1.085
H -1.549 -0.026 -1.751
H -4.135 -0.012 1.090
H 2.505 -2.204 -0.766
H 3.728 -0.331 -0.850
C -2.216 0.090 0.167
*
```

Mulliken population analysis, charges in e, atoms 1 to 2: atom 1 (N): -0.34, atom 2 (N): -0.16

It is (B) that is the most stable of them.